No. 1
A single C7H9NO molecule in a non-equilibrium geometry, computed with the ωB97M-V functional and the def2-TZVPD basis.

Computed properties:
LUMO energy ... 0.009 Ha
Highest occupied orbital energy ... -0.3222 hartree
Energy relative to the best compared isomer or geometry (same formula, charge and spin) ... 510.2 kJ/mol
DFT total energy ... -401.946681 hartree

The geometry in ORCA input format:
```
! wB97M-V def2-TZVPD RIJCOSX def2/J DEFGRID3
* xyz 0 1
C -0.9704 0.9793 3.0129
C -1.0513 0.4827 1.9583
C 0.0571 -1.8690 0.0366
C -1.2475 -0.2142 0.7706
C 0.6558 -0.4977 -0.1165
C 1.1610 1.4309 -1.4643
C 0.4801 0.0236 -1.5510
N -0.9934 -1.6499 0.8599
O 0.3907 -2.8800 -0.5289
H -0.8336 1.4890 3.8785
H -1.9066 0.3057 0.0144
H 1.3005 -0.0381 0.4783
H 0.5952 2.0062 -0.5723
H 1.1534 1.9079 -2.4483
H 2.1893 1.4694 -1.2568
H 1.0151 -0.5549 -2.3289
H -0.5082 0.0894 -1.8707
H -1.4874 -2.4802 1.1281
*
```

Atom charges from the Mulliken analysis, given in e for atoms 1 to 5: atom 1 (C): 0.487, atom 2 (C): -0.904, atom 3 (C): 0.115, atom 4 (C): -0.400, atom 5 (C): -0.514



No. 2
A molecular structure, C26H40N8OS2SiTi, computed with the ωB97M-V functional and the def2-TZVPD basis.

Computed properties:
LUMO energy (spin up / spin down) ... 0.015 / 0.015 Ha
Highest occupied orbital energy (spin up / spin down) ... -0.1435 / -0.2605 hartree
Energy relative to the best compared isomer or geometry (same formula, charge and spin) ... 0.0 kJ/mol
DFT total energy ... -3463.587666 hartree

The geometry in ORCA input format:
```
! wB97M-V def2-TZVPD RIJCOSX def2/J DEFGRID3
* xyz 0 3
Ti -0.7572 0.1725 0.8508
C -2.1011 -0.4217 4.5423
C -0.6341 -0.4427 4.2237
C 0.3007 -0.8119 5.1781
C 1.6470 -0.7804 4.8307
C 2.0344 -0.3902 3.5680
C 1.0472 -0.0141 2.6393
N -0.2665 -0.0557 3.0009
N 1.2457 0.3598 1.3461
Si 2.5396 1.4164 0.8684
C 2.1326 2.1339 -0.8006
C 2.7232 2.7897 2.1311
C 4.1975 0.5372 0.7042
H -2.3069 0.3334 5.3039
H -2.4327 -1.3837 4.9345
H -2.6881 -0.1809 3.6603
H -0.0252 -1.1119 6.1642
H 2.3989 -1.0703 5.5553
H 3.0755 -0.3729 3.2771
H 1.3337 2.8753 -0.7399
H 1.8018 1.3663 -1.5040
H 3.0170 2.6205 -1.2215
H 1.7403 3.1930 2.3894
H 3.3232 3.6054 1.7188
H 3.2036 2.4567 3.0535
H 4.1824 -0.1762 -0.1242
H 4.5102 0.0035 1.6038
H 4.9703 1.2789 0.4804
O -0.7815 0.2031 -1.0899
C -0.8911 1.1903 -1.9850
C -0.6779 0.9023 -3.3241
C -0.8393 1.8556 -4.3330
C -1.2362 3.1421 -3.9705
C -1.4320 3.4699 -2.6466
C -1.2456 2.5261 -1.5920
C -1.3506 2.9239 -0.2420
N -1.2814 2.1464 0.8814
C -1.4071 3.0015 1.9667
C -1.5414 4.2735 1.5461
N -1.5304 4.2369 0.1601
H -0.3808 -0.1093 -3.5670
H -0.6599 1.5981 -5.3684
H -1.3887 3.8986 -4.7310
H -1.7522 4.4788 -2.4127
H -1.3930 2.6209 2.9742
H -1.6579 5.1904 2.0959
H -1.4193 5.0324 -0.4390
C 2.7128 -4.4557 1.2682
C 2.5151 -2.9941 0.9070
N 1.8360 -2.8357 -0.3743
C 0.5209 -2.6688 -0.5267
S -0.5554 -2.5573 0.7975
N 0.0201 -2.6736 -1.7667
C 0.7975 -2.7327 -2.9918
C 1.2154 -4.1491 -3.3614
H 3.2602 -4.5418 2.2080
H 3.2802 -4.9877 0.5013
H 1.7477 -4.9495 1.3887
H 3.4649 -2.4637 0.8412
H 1.9098 -2.4872 1.6530
H 2.3952 -2.9720 -1.2005
H -0.9411 -2.3679 -1.8057
H 1.6632 -2.0659 -2.9111
H 0.1796 -2.3061 -3.7796
H 1.8229 -4.6084 -2.5795
H 1.7959 -4.1482 -4.2847
H 0.3376 -4.7789 -3.5053
S -3.4235 -0.3865 1.1140
C -3.6857 -0.2923 -0.5593
N -3.9924 0.8162 -1.2301
C -4.1045 0.5808 -2.6680
C -4.1265 -0.9560 -2.7372
N -3.6281 -1.3372 -1.4132
H -3.7108 1.7116 -0.8505
H -3.2475 1.0032 -3.1899
H -5.0200 1.0211 -3.0590
H -3.4727 -1.3280 -3.5252
H -5.1307 -1.3508 -2.9006
H -3.7827 -2.2493 -1.0163
*
```

Atom charges from the Mulliken analysis, given in e for atoms 1 to 5: atom 1 (Ti): -0.800, atom 2 (C): -1.223, atom 3 (C): 0.482, atom 4 (C): -0.787, atom 5 (C): -0.688



No. 3
2 unconnected molecules or ions with the total composition ClNO in a non-equilibrium geometry, computed with the ωB97M-V functional and the def2-TZVPD basis.

Computed properties:
LUMO energy (spin up / spin down) ... -0.049 / -0.119 Ha
Highest occupied orbital energy (spin up / spin down) ... -0.4032 / -0.3520 hartree
Energy relative to the best compared isomer or geometry (same formula, charge and spin) ... 83.8 kJ/mol
DFT total energy ... -590.062275 hartree

The geometry in ORCA input format:
```
! wB97M-V def2-TZVPD RIJCOSX def2/J DEFGRID3
* xyz 0 1
N -0.2527 0.4494 0.0000
O -0.8724 -0.4876 0.0000
Cl 2.5729 -0.0572 0.0000
*
```

Charges computed using Mulliken, reported in e: atom 1 (N): 0.294, atom 2 (O): -0.049, atom 3 (Cl): -0.245



No. 4
A single C4H12N2O molecule in a non-equilibrium geometry, computed with the ωB97M-V functional and the def2-TZVPD basis.

Computed properties:
LUMO energy ... 0.034 Ha
Highest occupied orbital energy ... -0.3499 hartree
Energy relative to the best compared isomer or geometry (same formula, charge and spin) ... 141.5 kJ/mol
DFT total energy ... -344.331141 hartree
Structure (SMILES) ... C[C@H](O)CNCN

The geometry in ORCA input format:
```
! wB97M-V def2-TZVPD RIJCOSX def2/J DEFGRID3
* xyz 0 1
C -0.2276 0.0947 -0.4917
C -0.7487 -1.3288 -0.6204
C -2.0690 -1.3134 -1.3801
O -0.9314 -1.8865 0.6739
N 0.8660 0.1643 0.5080
C 0.9987 1.5554 1.0142
N 2.2867 1.8058 1.6382
H -1.0309 0.5925 0.0272
H 0.1028 0.5309 -1.4349
H -0.0970 -1.9895 -1.1538
H -2.8724 -0.8830 -0.7876
H -1.9388 -0.6879 -2.2719
H -2.3268 -2.3045 -1.7494
H -0.4358 -1.2977 1.2678
H 1.7279 -0.1215 0.0634
H 0.2207 1.6245 1.7725
H 0.8049 2.2283 0.1784
H 2.7812 0.9308 1.7623
H 2.8894 2.2856 0.9838
*
```

Atom charges from the Mulliken analysis, given in e for atoms 1 to 5: atom 1 (C): -0.839, atom 2 (C): 0.403, atom 3 (C): -1.332, atom 4 (O): -0.574, atom 5 (N): -0.433



What is the DFT total energy in the fourth record? -344.331141 hartree